# 1
Density functional theory data (ωB97M-V with the def2-TZVPD basis set) for one molecule with the formula C3H8N2O2.

Atoms and positions in Å:
H  0.046  1.093  -0.992
O  2.168  1.131  -0.440
H  0.548  2.044  0.463
H  -1.934  1.132  0.862
C  0.977  1.164  -0.059
H  1.992  -0.999  -0.239
N  -2.022  0.442  0.130
H  -0.176  -1.632  -1.102
H  0.137  -0.159  1.667
C  0.329  -0.232  0.595
C  -0.872  -0.152  -0.288
H  1.401  -1.947  0.992
O  -1.000  -1.080  -1.228
H  -2.741  0.554  -0.571
N  1.145  -1.359  0.210

Summary:
Energy above the lowest of the compared OMol25 structures with the same formula, charge and spin in kcal/mol: 82.4
E_LUMO in Ha: 0.0197



# 2
Density functional theory data (ωB97M-V with the def2-TZVPD basis set) for C8H20F12Li3N6O28S12 as an isolated structure.

Atoms and positions in Å:
O  2.438  4.135  2.809
F  -2.779  -0.246  2.230
H  5.671  -1.492  -0.685
Li  -1.492  1.970  0.669
C  0.926  -3.148  -1.970
O  3.099  -2.477  2.771
O  -1.460  2.683  -0.490
O  -0.247  1.241  -3.330
S  -2.196  2.446  -1.724
S  -4.769  3.420  1.536
S  -1.675  0.897  -3.378
C  -0.444  -3.959  0.952
O  -4.067  1.398  3.503
C  1.892  -0.004  -2.038
F  5.095  1.272  2.487
F  -0.025  0.840  4.296
F  -4.653  4.852  0.818
F  1.116  -1.261  2.928
N  -1.409  0.617  0.522
F  -5.334  1.516  -0.644
O  3.981  -0.734  -1.514
F  -1.706  -1.596  -0.603
O  -3.860  -2.548  -1.225
N  -3.596  0.003  -0.659
O  -6.021  -0.659  -0.025
O  2.568  1.224  -2.112
H  -1.471  -3.597  0.900
F  -2.301  2.656  4.138
S  4.328  0.032  1.729
H  -0.225  -4.549  1.842
Li  1.960  1.047  2.315
S  2.899  3.066  3.681
C  1.862  2.298  -2.761
O  0.387  -0.984  -0.749
S  2.514  -1.302  2.157
H  -1.197  -3.175  -1.290
H  1.766  2.147  -3.836
O  1.367  1.940  5.943
F  0.371  1.330  -1.075
N  -3.603  3.813  2.674
S  0.246  0.261  0.052
O  -0.195  -4.713  -0.338
H  1.002  2.564  -2.147
F  -1.540  -0.716  -3.198
O  -6.160  3.514  1.884
H  -0.783  -3.044  -4.155
O  0.165  3.258  4.084
O  -1.048  -1.656  1.701
H  2.641  -2.028  -2.249
H  0.167  -1.942  -5.014
S  -4.865  0.206  0.161
O  -0.676  0.474  2.935
C  2.984  -1.005  -2.403
C  -0.374  -3.868  -1.465
H  1.579  -0.221  -1.017
H  3.384  -0.872  -3.408
F  -3.742  2.533  -1.261
S  -3.184  2.355  2.791
H  2.428  3.229  -2.744
F  4.201  2.514  2.936
H  0.944  -3.368  -4.692
C  0.243  -2.682  -4.217
O  -3.408  -2.037  1.134
H  0.261  -3.128  0.914
N  2.914  0.015  2.669
O  0.762  -2.175  -3.021
N  -2.522  0.953  -1.953
O  2.109  -1.484  0.745
N  2.025  1.551  3.515
O  -4.589  0.772  1.466
H  5.264  -2.060  -2.317
O  5.323  -1.014  1.979
O  -2.069  1.894  1.872
O  1.301  0.620  1.031
H  4.329  -2.608  -0.805
O  4.186  0.378  0.306
C  4.859  -1.816  -1.335
O  -4.359  2.618  0.391
H  -0.686  -4.372  -2.380
S  -1.249  -0.212  1.779
S  -3.352  -1.612  -0.249
O  -2.446  1.209  -4.607
O  3.523  3.450  4.964
H  1.672  -3.858  -2.325
S  0.984  2.113  4.526
O  -2.174  3.406  -2.836
H  1.061  -0.242  -2.703
H  1.291  -2.605  -1.098
Li  -2.137  0.339  -0.689

Summary:
E_LUMO in Ha: 0.2023
Charge: -3



# 3
Density functional theory data (ωB97M-V with the def2-TZVPD basis set) for C3H3FFeO3 as an isolated structure.

Atoms and positions in Å:
H  1.737  -0.009  -2.078
O  -0.075  1.230  0.434
C  1.652  0.502  -1.121
O  -0.754  -0.653  -0.609
C  -0.840  0.165  0.373
C  0.701  1.564  -0.755
O  -1.486  -0.185  1.407
H  1.224  2.487  -0.479
Fe  -1.951  -1.773  0.389
H  0.010  1.740  -1.587
F  2.388  -0.010  -0.124

Summary:
2S+1: 6
E_LUMO (spin up / spin down) in Ha: -0.2506 / -0.2514
Charge: +1
<S²>: 8.7643



| no. | total energy (eV) | largest force on an atom (eV/Å) |
| --- | --- | --- |
| 1 | -10313.380 | 1.54 |
| 2 | -238089.188 | 19.76 |
| 3 | -46396.395 | 3.44 |